Record 1
{
  "formula": "C19H37ClF3N2O4S2",
  "method": "ωB97M-V/def2-TZVPD",
  "homo_lumo_gap_ev": [3.369, 4.050],
  "multiplicity": 3,
  "total_charge": 1,
  "s_squared": 2.009,
  "homo_energy_ev": [-10.441, -11.122],
  "symbols": ["O", "S", "O", "S", "Cl", "C", "F", "F", "F", "H", "C", "C", "C", "C", "C", "C", "N", "O", "C", "C", "C", "H", "H", "H", "H", "H", "H", "H", "H", "H", "H", "H", "H", "H", "H", "H", "H", "H", "H", "C", "C", "C", "C", "C", "C", "N", "O", "C", "C", "C", "H", "H", "H", "H", "H", "H", "H", "H", "H", "H", "H", "H", "H", "H", "H", "H", "H", "H"],
  "xyz": [[4.845530, 5.413766, -3.918661], [3.510352, 5.762543, -4.528718], [2.958672, 4.535946, -5.198483], [2.303149, 6.424775, -2.888674], [3.497030, 7.897949, -2.000123], [3.641823, 7.084862, -5.849798], [2.409221, 7.769224, -5.881381], [4.731810, 7.944289, -5.661902], [3.822953, 6.462637, -7.094530], [1.169434, 7.102869, -3.340362], [1.443085, -0.052877, 0.203996], [0.950177, 1.412178, 0.329599], [-0.594821, 1.455496, 0.344607], [-1.232385, 1.235451, -1.024297], [-0.628092, 2.173936, -2.062601], [0.909656, 2.087731, -2.120846], [1.543272, 2.223836, -0.778399], [1.471707, 3.531856, -0.420624], [1.319865, 0.747694, -2.775849], [1.428243, 3.149104, -3.118087], [1.439495, 1.857289, 1.731925], [2.407522, -0.111546, -0.307880], [1.595772, -0.517662, 1.181765], [0.732433, -0.694915, -0.319751], [-0.931676, 2.428856, 0.722297], [-0.982085, 0.707552, 1.042876], [-1.121098, 0.193762, -1.336591], [-2.309871, 1.416954, -0.955095], [-1.055888, 1.946543, -3.044342], [-0.937522, 3.200840, -1.828660], [2.406699, 0.622428, -2.769375], [0.997534, 0.713997, -3.821460], [0.871051, -0.126652, -2.307716], [1.112488, 4.162909, -2.848559], [1.045169, 2.965581, -4.124537], [2.521338, 3.134826, -3.175186], [2.532282, 1.856398, 1.784387], [1.068495, 1.175822, 2.501341], [1.081491, 2.851832, 2.006677], [-3.878490, -3.540254, 2.901292], [-2.751441, -3.266103, 1.870329], [-2.489155, -4.528602, 1.017618], [-1.713077, -5.618948, 1.750745], [-0.440993, -5.055975, 2.373914], [-0.707298, -3.833491, 3.273291], [-1.532734, -2.790791, 2.594498], [-0.740316, -2.157289, 1.695796], [-1.398567, -4.299605, 4.576960], [0.652059, -3.276049, 3.766113], [-3.352024, -2.188600, 0.930542], [-3.754064, -2.935767, 3.803307], [-4.865549, -3.285242, 2.504371], [-3.939450, -4.590415, 3.193024], [-1.921530, -4.254388, 0.119984], [-3.437665, -4.943078, 0.662791], [-2.339455, -6.088786, 2.513783], [-1.450034, -6.413064, 1.044276], [0.056598, -5.844256, 2.947231], [0.252969, -4.784270, 1.568622], [-1.665123, -3.446530, 5.207981], [-0.728692, -4.936827, 5.162283], [-2.294026, -4.897513, 4.412451], [1.317185, -3.005140, 2.942313], [1.186358, -4.021511, 4.360450], [0.510344, -2.391392, 4.395906], [-3.553269, -1.261222, 1.475502], [-4.296277, -2.535240, 0.503037], [-2.700594, -1.957731, 0.084608]],
  "forces_ev_per_a": [[-4.17, 2.76, -1.00], [5.08, -7.55, -2.20], [-0.06, 4.65, 1.81], [-0.01, 1.12, 2.23], [-1.30, -1.18, -1.15], [0.45, 2.52, -3.62], [2.97, -1.39, 0.40], [-3.23, -2.24, 0.04], [-0.57, 1.35, 3.67], [0.96, -0.05, -0.17], [0.05, -0.31, -0.26], [0.29, -1.83, 1.40], [-0.17, 0.34, -0.38], [0.02, -0.04, 0.06], [-0.18, 0.09, 0.39], [0.14, -0.87, -1.75], [-2.14, 3.73, 1.09], [0.85, -1.98, -0.78], [0.02, -0.26, 0.00], [0.25, 0.08, 0.49], [0.14, 0.73, -0.39], [-0.10, 0.10, -0.03], [-0.22, 0.23, -0.07], [0.08, 0.05, 0.00], [0.21, 0.02, -0.02], [0.32, -0.03, 0.01], [0.04, 0.02, -0.01], [0.10, -0.05, -0.01], [0.28, 0.01, -0.04], [0.20, -0.02, 0.06], [-0.11, 0.03, 0.08], [-0.01, 0.21, 0.14], [0.09, 0.13, 0.10], [-0.15, -0.05, 0.23], [-0.03, -0.22, 0.20], [-0.12, -0.09, 0.11], [-0.09, 0.01, -0.05], [-0.05, -0.13, -0.35], [0.11, -0.01, -0.20], [-0.12, -0.20, 0.27], [-2.14, -0.07, 0.05], [0.50, -0.11, 0.05], [-0.03, -0.01, -0.01], [-0.18, 0.07, -0.45], [0.60, -0.83, 2.00], [2.39, 0.17, -3.59], [-1.33, -0.40, 1.82], [-0.33, -0.13, 0.03], [-0.08, 0.51, -0.58], [0.76, 0.28, 0.03], [0.09, -0.08, -0.08], [0.23, -0.03, -0.16], [0.09, 0.09, 0.07], [-0.02, 0.17, 0.12], [-0.06, 0.26, 0.11], [0.01, 0.03, 0.02], [-0.06, 0.06, 0.08], [-0.01, 0.24, 0.16], [-0.07, 0.18, 0.10], [0.01, -0.04, -0.13], [0.09, 0.15, -0.21], [0.01, 0.14, -0.04], [-0.22, 0.06, 0.00], [-0.32, -0.08, -0.06], [-0.04, -0.09, -0.11], [0.05, -0.08, -0.01], [0.11, -0.19, 0.26], [0.11, 0.01, 0.20]]
}

=====

Record 2
{
  "formula": "C4H7F6NP2",
  "method": "ωB97M-V/def2-TZVPD",
  "homo_lumo_gap_ev": 9.656,
  "smiles": "CP(NP(C)C(F)(F)F)C(F)(F)F",
  "relative_energy_kj_mol": 160.4,
  "homo_energy_ev": -9.307,
  "symbols": ["C", "P", "N", "P", "C", "C", "F", "F", "F", "C", "F", "F", "F", "H", "H", "H", "H", "H", "H", "H"],
  "xyz": [[-0.928968, 1.809340, 0.382615], [-0.713644, 0.211995, -0.504928], [0.134273, -0.739088, 1.046334], [1.674128, -1.313900, 0.686308], [1.452150, -2.205572, -0.887138], [2.486057, 0.173380, -0.045150], [2.132338, 1.320234, 0.515740], [2.274663, 0.309102, -1.388416], [3.833357, 0.100942, 0.000063], [-2.437166, -0.322915, 0.135162], [-2.544900, -0.442667, 1.455511], [-3.371156, 0.476110, -0.361038], [-2.813012, -1.464084, -0.414044], [-1.864391, 2.200979, 0.096413], [-0.163443, 2.521507, 0.051489], [-0.847685, 1.511073, 1.405374], [-0.152032, -0.246016, 1.900331], [2.330614, -2.575723, -1.279522], [1.073520, -1.580725, -1.706104], [0.783954, -2.939602, -0.619915]],
  "forces_ev_per_a": [[1.70, -0.24, -1.18], [-0.04, -1.30, 3.34], [-1.59, 1.55, -3.41], [0.46, -0.48, 1.36], [-0.88, 2.83, -0.06], [1.36, 0.19, -1.58], [-0.30, 0.60, 0.47], [-0.59, 0.40, -0.11], [0.27, -0.22, 0.70], [0.71, -0.57, -1.46], [-0.28, 0.39, 0.34], [-0.84, 2.08, 0.43], [0.43, -2.27, -0.03], [-1.22, 0.53, 0.02], [-0.05, -0.23, 0.47], [-0.16, 0.69, 0.77], [0.78, -0.65, -0.37], [2.14, -1.11, -0.30], [-0.36, -0.14, 0.44], [-1.53, -2.05, 0.17]]
}

=====

Number 1: energy -2712.2058 a.u.. Number 2: energy -1493.2654 a.u..